(1)
Formula: C34H42N6O4S3SiTa
Source: OMol25
Level of theory: ωB97M-V/def2-TZVPD

Last column: Mulliken charge in e.
Atoms and positions in Å:
Ta1 0.265 0.239 0.786  0.770
C1 3.877 1.176 -1.459  -1.023
N1 3.075 1.939 -0.475  0.829
C2 3.056 3.370 -0.812  -1.122
C3 3.374 1.509 0.920  -1.722
C4 2.458 2.061 1.924  1.076
C5 2.949 3.033 2.844  -0.682
C6 2.159 3.451 3.937  -1.021
C7 0.858 3.012 4.014  -0.695
C8 0.288 2.167 3.053  -0.744
C9 1.125 1.658 2.068  1.154
H1 4.957 1.303 -1.300  0.366
H2 3.568 1.485 -2.443  0.416
H3 3.570 0.124 -1.324  0.050
H4 4.003 3.774 -0.438  0.427
H5 2.203 4.012 -0.542  0.211
H6 3.154 3.477 -1.930  0.316
H7 4.401 1.823 1.191  0.566
H8 3.362 0.425 0.907  0.229
H9 3.950 3.479 2.692  0.406
H10 2.537 4.079 4.723  0.463
H11 0.193 3.130 4.917  0.336
H12 -0.701 1.705 3.186  0.493
O1 1.707 -2.553 -4.263  -0.813
C10 1.736 -3.293 -3.163  0.320
C11 1.887 -4.670 -3.177  -0.583
C12 1.874 -5.436 -2.016  -0.346
C13 1.686 -4.860 -0.813  -1.277
C14 1.416 -3.504 -0.775  -0.012
C15 1.606 -2.678 -1.884  0.002
C16 1.329 -1.266 -1.789  0.209
O2 1.229 -0.617 -0.658  1.242
N2 1.125 -0.671 -2.948  0.329
N3 0.951 0.685 -3.075  -0.683
C17 0.096 1.083 -4.025  0.240
S1 -1.301 0.123 -4.497  -0.045
C18 -1.034 0.409 -6.266  -0.630
C19 -0.203 1.650 -6.566  -0.590
S2 0.621 2.357 -5.090  -0.154
H13 1.457 -1.564 -3.824  0.466
H14 1.994 -5.184 -4.159  0.378
H15 1.981 -6.482 -2.175  0.453
H16 1.755 -5.398 0.162  0.392
H17 0.983 -3.085 0.161  0.242
H18 -2.006 0.542 -6.730  0.359
H19 -0.608 -0.562 -6.637  0.319
H20 -0.869 2.449 -6.941  0.353
H21 0.616 1.500 -7.283  0.359
O3 -1.104 -0.168 2.158  -0.603
N4 -2.252 -0.890 1.902  -0.725
N5 -2.106 -1.594 0.774  0.897
O4 -1.091 -1.273 -0.043  -0.405
C20 -3.135 -2.399 0.354  0.403
C21 -4.382 -2.241 0.963  -0.268
C22 -5.460 -2.733 0.282  -0.515
C23 -5.254 -3.569 -0.838  -0.487
C24 -3.979 -3.832 -1.329  -0.673
C25 -2.843 -3.240 -0.771  -0.400
H22 -4.508 -1.545 1.842  0.353
H23 -6.470 -2.381 0.576  0.356
H24 -6.161 -4.060 -1.226  0.376
H25 -3.926 -4.534 -2.145  0.426
H26 -1.849 -3.252 -1.244  0.457
S3 1.949 -1.380 2.032  -0.475
C26 1.891 -1.290 3.775  0.809
N6 0.735 -1.156 4.479  0.146
C27 0.708 -1.057 5.828  -0.199
C28 1.841 -1.169 6.555  -0.626
C29 3.069 -1.436 5.882  -0.351
C30 3.095 -1.461 4.470  -0.782
H27 -0.198 -1.192 3.997  0.060
H28 -0.238 -0.731 6.238  0.434
H29 1.705 -1.168 7.650  0.396
H30 3.977 -1.552 6.456  0.436
H31 3.943 -1.720 3.878  0.552
C31 -3.887 1.234 -0.826  -0.837
Si1 -2.754 2.532 -0.023  0.414
C32 -3.250 2.670 1.787  -0.956
C33 -3.007 4.236 -0.806  -1.281
C34 -1.010 1.839 -0.252  -0.101
H32 -4.944 1.477 -0.823  0.459
H33 -3.726 0.260 -0.237  0.056
H34 -3.593 1.003 -1.846  0.257
H35 -4.312 3.013 1.841  0.387
H36 -2.660 3.489 2.240  0.286
H37 -3.125 1.754 2.394  0.205
H38 -2.034 4.698 -0.949  0.348
H39 -3.568 4.912 -0.115  0.343
H40 -3.688 4.080 -1.676  0.320
H41 -0.396 2.724 0.129  0.059
H42 -0.713 1.695 -1.342  -0.180

E: -94994.7741 eV
orbital gap: 0.201 hartree
max |F|: 0.1150 hartree/bohr
charge: +1
LUMO: -4.25 eV
energy above the lowest of the compared OMol25 structures with the same formula, charge and spin: 268.2 kJ/mol

(2)
Formula: C34H43Cl48N3O3P
Source: OMol25
Level of theory: ωB97M-V/def2-TZVPD

Last column: Mulliken charge in e.
Atoms and positions in Å:
C1 7.298 -2.089 -1.633  -0.366
O1 5.909 -2.506 -1.878  -0.386
C2 5.448 -3.518 -0.915  -0.123
C3 3.816 -3.308 -0.716  -0.366
C4 3.505 -2.801 0.826  -0.296
C5 2.649 -1.369 0.829  -0.048
C6 3.571 0.014 0.844  0.263
C7 5.228 0.026 0.807  -0.112
O2 5.848 0.565 2.034  -0.374
C8 5.697 -0.347 3.178  0.145
C9 2.861 1.528 0.893  0.406
C10 3.704 2.936 0.916  -0.045
C11 3.796 3.509 -0.647  0.485
C12 4.866 2.908 -1.774  -1.072
N1 2.986 4.563 -1.072  -0.529
C13 1.190 1.495 0.910  0.320
C14 0.293 2.896 0.992  -0.293
C15 -0.102 3.507 -0.483  -0.025
N2 -1.223 4.309 -0.566  -0.351
C16 0.389 0.045 0.853  -0.500
C17 -1.270 0.147 0.854  -0.213
Cl1 -2.087 0.077 2.554  -0.133
C18 -2.112 0.320 -0.368  0.579
C19 -3.755 0.456 -0.247  -0.530
Cl2 -1.298 0.412 -2.062  -0.174
N3 1.107 -1.320 0.820  0.683
P1 0.273 -2.897 0.749  0.062
O3 -1.160 -2.951 1.736  -0.183
Cl3 -0.320 -3.079 -1.326  -0.222
H1 7.958 -2.903 -1.079  0.106
H2 7.774 -1.835 -2.694  0.272
H3 7.364 -1.091 -0.996  0.144
H4 6.045 -3.556 0.091  0.239
H5 5.615 -4.577 -1.434  0.148
H6 3.216 -4.311 -0.959  0.322
H7 3.457 -2.419 -1.427  0.264
H8 2.968 -3.642 1.481  0.482
H9 4.549 -2.623 1.375  -0.258
H10 5.512 0.794 -0.061  -0.060
H11 5.692 -1.010 0.455  -0.070
H12 6.634 -0.143 3.889  0.115
H13 5.742 -1.486 2.908  -0.006
H14 4.705 -0.027 3.741  -0.041
H15 3.191 3.779 1.556  0.101
H16 4.813 2.845 1.282  0.343
H17 4.839 3.513 -2.787  0.343
H18 5.951 2.977 -1.282  0.285
H19 4.687 1.766 -2.008  0.214
H20 2.384 4.871 -0.258  -0.010
H21 0.988 3.667 1.571  0.093
H22 -0.652 2.747 1.699  0.397
H23 0.608 3.242 -1.379  0.392
H24 -1.302 4.621 -1.575  0.064
H25 -4.166 0.764 -1.321  -0.157
H26 -4.282 -0.566 0.044  0.272
H27 -4.109 1.247 0.541  0.328
H28 -0.954 -3.052 2.712  0.197
C20 -1.860 6.524 2.359  -0.081
Cl4 -0.233 6.034 1.855  0.023
Cl5 -2.178 6.003 4.022  -0.139
Cl6 -2.055 8.278 2.209  -0.134
H29 -2.585 6.039 1.701  0.278
C21 -6.009 1.038 -4.271  0.129
Cl7 -4.264 1.121 -3.977  -0.045
Cl8 -6.908 1.419 -2.792  -0.085
Cl9 -6.472 2.137 -5.581  -0.109
H30 -6.259 0.017 -4.572  0.118
C22 2.990 7.297 3.353  -0.099
Cl10 2.691 6.481 1.808  -0.024
Cl11 3.858 6.225 4.465  -0.069
Cl12 3.898 8.797 3.098  -0.116
H31 2.026 7.550 3.801  0.294
C23 9.487 -1.443 4.321  -0.042
Cl13 8.064 -2.494 4.418  -0.107
Cl14 9.399 -0.407 2.886  -0.091
Cl15 9.636 -0.461 5.788  -0.103
H32 10.376 -2.073 4.237  0.351
C24 -2.978 -4.386 5.373  -0.013
Cl16 -3.845 -4.544 3.836  -0.032
Cl17 -2.534 -5.982 6.003  -0.111
Cl18 -1.539 -3.373 5.174  -0.119
H33 -3.642 -3.904 6.095  0.267
C25 -1.039 -3.164 9.521  0.043
Cl19 -1.525 -3.872 11.071  -0.107
Cl20 -0.118 -4.336 8.564  -0.112
Cl21 -2.458 -2.604 8.621  -0.113
H34 -0.397 -2.303 9.723  0.293
C26 7.643 -6.995 0.031  -0.056
Cl22 7.611 -7.427 -1.687  -0.111
Cl23 8.598 -5.524 0.284  -0.099
Cl24 5.996 -6.781 0.650  -0.109
H35 8.115 -7.812 0.583  0.374
C27 -9.575 -1.838 -2.182  -0.210
Cl25 -9.035 -1.462 -3.827  0.003
Cl26 -10.534 -3.328 -2.166  -0.114
Cl27 -8.187 -1.980 -1.089  -0.027
H36 -10.207 -1.018 -1.831  0.353
C28 -5.584 -6.344 0.631  -0.046
Cl28 -5.616 -6.776 -1.087  -0.101
Cl29 -4.628 -4.873 0.884  -0.056
Cl30 -7.230 -6.130 1.250  -0.114
H37 -5.112 -7.160 1.183  0.334
C29 -11.075 -0.290 -7.128  0.006
Cl31 -12.398 0.790 -7.600  -0.122
Cl32 -10.457 -1.169 -8.537  -0.080
Cl33 -9.774 0.624 -6.345  -0.051
H38 -11.464 -1.018 -6.411  0.247
C30 -9.969 -3.551 -11.509  0.262
Cl34 -10.836 -3.708 -13.046  -0.121
Cl35 -9.524 -5.146 -10.880  -0.117
Cl36 -8.529 -2.537 -11.708  -0.122
H39 -10.632 -3.068 -10.787  0.098
C31 -4.525 5.011 -3.599  0.772
Cl37 -2.779 5.094 -3.305  -0.193
Cl38 -5.423 5.392 -2.120  -0.131
Cl39 -4.988 6.110 -4.909  -0.124
H40 -4.775 3.991 -3.900  -0.387
C32 3.831 2.307 6.149  -0.146
Cl40 2.964 2.150 4.612  -0.013
Cl41 4.276 0.711 6.778  -0.115
Cl42 5.271 3.321 5.950  -0.123
H41 3.168 2.789 6.871  0.376
C33 -6.548 -4.493 -4.283  0.138
Cl43 -6.580 -4.926 -6.001  -0.115
Cl44 -5.592 -3.023 -4.030  -0.071
Cl45 -8.194 -4.279 -3.665  -0.039
H42 -6.076 -5.310 -3.731  0.079
C34 5.635 8.676 -0.322  -0.062
Cl46 6.174 9.051 -1.967  -0.127
Cl47 4.676 7.186 -0.307  0.032
Cl48 7.023 8.534 0.771  -0.123
H43 5.003 9.496 0.029  0.286

E: -656910.0599 eV
orbital gap: 0.269 hartree
max |F|: 0.1206 hartree/bohr
charge: +1
LUMO: -4.56 eV

(3)
Formula: C34H43InP
Source: OMol25
Level of theory: ωB97M-V/def2-TZVPD

Last column: Mulliken charge in e.
Atoms and positions in Å:
C1 -0.017 -3.874 0.010  -1.128
C2 0.003 -2.617 -0.872  -0.289
P1 0.707 -1.077 -0.136  -0.137
In1 -0.746 -0.286 1.792  0.600
C3 2.408 -1.562 0.420  -0.522
C4 3.517 -1.298 -0.614  -0.979
H1 0.795 -3.872 0.737  0.197
H2 -0.954 -3.944 0.563  0.301
H3 0.061 -4.780 -0.601  0.349
H4 -1.025 -2.342 -1.123  0.020
H5 0.530 -2.824 -1.808  0.296
H6 -2.127 0.516 1.025  -0.336
H7 0.118 0.817 2.865  -0.371
H8 -1.376 -1.667 2.732  -0.379
H9 2.435 -2.622 0.699  0.238
H10 2.602 -0.998 1.334  0.448
H11 4.424 -0.914 -0.141  0.343
H12 3.188 -0.563 -1.350  0.228
H13 3.785 -2.210 -1.154  0.145
C5 -4.450 -1.599 -3.422  -0.472
C6 -3.076 -1.730 -3.270  -0.392
C7 -2.422 -2.823 -3.822  -0.239
C8 -3.138 -3.782 -4.525  -0.441
C9 -4.511 -3.647 -4.679  -0.331
C10 -5.167 -2.556 -4.126  -0.335
H14 -4.960 -0.751 -2.984  0.371
H15 -2.516 -0.988 -2.715  0.449
H16 -1.353 -2.927 -3.691  0.363
H17 -2.626 -4.636 -4.950  0.357
H18 -5.071 -4.395 -5.227  0.344
H19 -6.239 -2.454 -4.240  0.347
C11 1.500 4.898 -0.425  -0.520
C12 1.827 5.213 -1.738  -0.388
C13 1.916 4.205 -2.689  -0.428
C14 1.673 2.887 -2.325  -0.577
C15 1.345 2.570 -1.015  0.006
C16 1.260 3.579 -0.064  -0.453
H20 1.425 5.686 0.315  0.427
H21 2.010 6.244 -2.017  0.477
H22 2.173 4.449 -3.713  0.357
H23 1.736 2.097 -3.064  0.384
H24 1.151 1.539 -0.740  0.335
H25 0.998 3.328 0.956  0.392
C17 -0.561 9.621 -2.003  -0.387
C18 -1.024 10.274 -0.869  -0.351
C19 -1.478 9.540 0.217  -0.354
C20 -1.468 8.152 0.171  -0.464
C21 -1.005 7.498 -0.962  -0.381
C22 -0.552 8.233 -2.049  -0.415
H26 -0.206 10.193 -2.851  0.352
H27 -1.029 11.357 -0.832  0.348
H28 -1.839 10.049 1.102  0.353
H29 -1.819 7.578 1.019  0.376
H30 -0.988 6.417 -0.997  0.506
H31 -0.191 7.720 -2.931  0.414
C23 3.681 -6.760 -2.480  -0.533
C24 3.301 -5.945 -1.423  -0.058
C25 2.932 -6.511 -0.210  -0.417
C26 2.943 -7.889 -0.054  -0.422
C27 3.325 -8.704 -1.111  -0.413
C28 3.693 -8.140 -2.324  -0.323
H32 3.965 -6.319 -3.427  0.365
H33 3.288 -4.869 -1.541  0.368
H34 2.629 -5.871 0.609  0.359
H35 2.652 -8.328 0.891  0.370
H36 3.333 -9.780 -0.990  0.345
H37 3.986 -8.775 -3.150  0.352
C29 -1.153 -0.042 8.445  -0.307
C30 -2.315 0.697 8.280  -0.349
C31 -2.775 0.987 7.001  -0.392
C32 -2.076 0.537 5.890  -0.283
C33 -0.914 -0.202 6.054  -0.058
C34 -0.454 -0.490 7.331  -0.449
H38 -0.791 -0.269 9.440  0.339
H39 -2.863 1.047 9.146  0.337
H40 -3.682 1.565 6.871  0.339
H41 -2.430 0.758 4.891  0.297
H42 -0.379 -0.551 5.181  0.138
H43 0.454 -1.067 7.459  0.343

E: -50417.2253 eV
orbital gap: 0.231 hartree
max |F|: 0.0162 hartree/bohr
charge: -1
LUMO: 2.53 eV

(4)
Formula: C34H44AsCl2N6OSTi
Source: OMol25
Level of theory: ωB97M-V/def2-TZVPD

Last column: Mulliken charge in e.
Atoms and positions in Å:
Ti1 0.195 -0.128 0.856  -0.304
S1 -1.712 0.099 2.280  -0.362
C1 -2.487 1.675 2.221  0.666
C2 -3.293 2.050 3.295  -0.853
C3 -3.939 3.274 3.285  -0.731
C4 -3.800 4.123 2.197  -0.869
C5 -3.031 3.733 1.110  -0.132
C6 -2.367 2.510 1.109  -0.398
As1 -1.366 1.751 -0.395  2.736
C7 -1.631 3.267 -1.617  0.806
C8 -2.430 3.205 -2.750  -0.934
C9 -2.556 4.310 -3.580  -0.569
C10 -1.872 5.483 -3.293  -0.742
C11 -1.067 5.555 -2.165  -0.947
C12 -0.946 4.449 -1.339  -0.324
C13 -2.784 0.571 -1.047  0.603
C14 -4.114 0.979 -0.991  -0.492
C15 -5.129 0.128 -1.398  -0.864
C16 -4.825 -1.150 -1.845  -0.710
C17 -3.503 -1.561 -1.915  -1.299
C18 -2.486 -0.699 -1.533  -0.581
H1 -3.414 1.356 4.116  0.501
H2 -4.558 3.563 4.125  0.385
H3 -4.305 5.080 2.182  0.427
H4 -2.971 4.389 0.251  0.430
H5 -2.970 2.292 -2.975  0.195
H6 -3.193 4.256 -4.454  0.467
H7 -1.971 6.342 -3.944  0.410
H8 -0.536 6.467 -1.926  0.475
H9 -0.334 4.504 -0.443  0.376
H10 -4.359 1.967 -0.619  0.535
H11 -6.158 0.462 -1.363  0.438
H12 -5.619 -1.827 -2.133  0.450
H13 -3.264 -2.561 -2.254  0.532
H14 -1.458 -1.023 -1.601  0.721
N1 1.455 1.746 1.451  -0.321
C19 2.185 2.222 0.259  0.131
C20 2.658 1.003 -0.522  -0.527
N2 1.484 0.193 -0.882  0.448
H15 0.927 2.504 1.875  0.216
H16 2.132 1.438 2.143  0.312
H17 3.038 2.855 0.516  0.448
H18 1.494 2.798 -0.360  -0.448
H19 3.327 0.411 0.109  0.375
H20 3.220 1.322 -1.404  0.463
H21 1.788 -0.713 -1.217  0.540
H22 0.973 0.646 -1.678  -0.253
C21 -0.542 2.140 -6.542  -1.282
N3 -0.408 1.202 -5.434  0.147
C22 -1.416 0.160 -5.410  -1.175
C23 0.257 1.539 -4.290  0.367
N4 -0.081 1.130 -3.105  -0.399
N5 1.354 2.347 -4.461  0.349
C24 2.301 2.150 -5.540  -1.205
C25 1.755 3.288 -3.441  -0.856
H23 -1.599 2.365 -6.699  0.405
H24 -0.137 1.720 -7.465  0.294
H25 -0.030 3.070 -6.314  0.426
H26 -1.540 -0.216 -6.425  0.397
H27 -2.386 0.527 -5.057  0.340
H28 -1.092 -0.667 -4.779  0.383
H29 -0.959 0.621 -3.120  -0.640
H30 1.992 1.318 -6.166  0.386
H31 3.284 1.920 -5.118  0.367
H32 2.403 3.047 -6.158  0.341
H33 1.021 3.267 -2.642  0.068
H34 2.750 3.054 -3.046  0.275
H35 1.789 4.298 -3.861  0.389
Cl1 2.674 -2.328 0.598  -0.245
C26 1.430 -3.521 0.852  1.267
C27 1.743 -4.826 1.168  -0.856
C28 0.710 -5.713 1.431  -0.424
C29 -0.609 -5.279 1.418  -0.696
C30 -0.909 -3.975 1.086  0.826
Cl2 -2.529 -3.379 1.137  -0.122
C31 0.100 -3.037 0.757  -1.509
N6 -0.143 -1.752 0.440  0.414
H36 2.775 -5.146 1.201  0.456
H37 0.936 -6.745 1.658  0.406
H38 -1.409 -5.961 1.675  0.447
C32 2.453 -1.432 4.378  -1.423
C33 1.222 -1.411 3.528  0.922
C34 0.076 -2.260 3.945  -0.975
O1 1.219 -0.698 2.523  -0.102
H39 2.407 -2.198 5.147  0.413
H40 2.578 -0.457 4.853  0.341
H41 3.328 -1.597 3.746  0.311
H42 0.372 -3.310 3.855  0.320
H43 -0.797 -2.080 3.326  -0.031
H44 -0.162 -2.078 4.994  0.454

E: -166791.9876 eV
orbital gap: 0.265 hartree
max |F|: 0.0344 hartree/bohr
charge: +1
LUMO: -2.57 eV
energy above the lowest of the compared OMol25 structures with the same formula, charge and spin: 90.3 kJ/mol